1.
Below is a 2-piece molecular cluster, C4H6O2 overall, with properties calculated with the ωB97M-V functional and the def2-TZVPD basis.

The calculation puts the electronic energy at -306.35783 Eh. The energy above the lowest of the compared OMol25 structures with the same formula, charge and spin comes out at 389.8 kJ/mol. For the frontier orbital gap, the calculation gives 9.690 eV. The value obtained for the lowest unoccupied orbital energy is 0.916 eV. The calculation puts the HOMO energy at -8.8 eV.

Each line ends with the Mulliken charge.
Element x y z (Å)
O 1.27 1.43 -0.13  -0.518
C 1.93 0.33 -0.21  0.243
O 1.45 -0.82 -0.10  -0.514
C -0.45 -0.86 0.45  0.094
C -1.33 -0.34 -0.62  -0.469
C -0.96 0.38 0.67  -0.688
H 3.01 0.44 -0.38  0.373
H -0.30 -1.83 0.91  0.375
H -0.88 0.04 -1.54  0.168
H -2.28 -0.86 -0.78  0.242
H 0.23 1.14 0.24  0.348
H -1.53 0.77 1.51  0.345

2.
Below is C4H6O2 as an isolated structure in a non-equilibrium geometry, with properties calculated with the ωB97M-V functional and the def2-TZVPD basis.

The calculation puts the electronic energy at -306.41111 Eh. The energy above the lowest of the compared OMol25 structures with the same formula, charge and spin comes out at 249.9 kJ/mol. For the frontier orbital gap, the calculation gives 10.838 eV. The value obtained for the lowest unoccupied orbital energy is 0.918 eV. The calculation puts the HOMO energy at -9.9 eV.

Each line ends with the Mulliken charge.
Element x y z (Å)
O 2.45 -0.60 -0.20  -0.467
C 1.77 0.14 0.48  -0.172
C 0.38 0.51 0.09  0.328
C -0.40 -0.45 -0.77  -0.608
C -1.49 -0.07 0.26  -0.391
O -0.52 0.40 1.21  -0.417
H 2.12 0.57 1.44  0.328
H 0.33 1.52 -0.35  0.229
H -0.03 -1.48 -0.67  0.226
H -0.62 -0.24 -1.81  0.330
H -1.87 -1.06 0.35  0.319
H -2.13 0.77 -0.04  0.295

3.
Below is C4H6O2 as an isolated structure, with properties calculated with the ωB97M-V functional and the def2-TZVPD basis.

The calculation puts the electronic energy at -306.39204 Eh. The energy above the lowest of the compared OMol25 structures with the same formula, charge and spin comes out at 300.0 kJ/mol. For the frontier orbital gap, the calculation gives 9.982 eV. The value obtained for the lowest unoccupied orbital energy is 0.861 eV. The calculation puts the HOMO energy at -9.1 eV.

Each line ends with the Mulliken charge.
Element x y z (Å)
O 0.23 -1.37 -1.20  -0.531
C 0.08 -0.46 -0.16  0.446
C -1.22 -0.09 0.55  -0.751
C -0.49 0.96 -0.19  -0.105
O 0.60 1.48 0.55  -0.402
C 1.33 0.27 0.31  -0.377
H -0.13 -2.23 -0.97  0.346
H -2.11 -0.40 -0.01  0.275
H -1.35 -0.06 1.63  0.249
H -0.85 1.54 -1.04  0.357
H 1.98 -0.04 1.14  0.271
H 1.92 0.39 -0.61  0.220

4.
Below is an isolated molecule of C4H6O2 in a non-equilibrium geometry, with properties calculated with the ωB97M-V functional and the def2-TZVPD basis.

The calculation puts the electronic energy at -306.45000 Eh. The energy above the lowest of the compared OMol25 structures with the same formula, charge and spin comes out at 147.8 kJ/mol. For the frontier orbital gap, the calculation gives 10.491 eV. The value obtained for the lowest unoccupied orbital energy is 0.630 eV. The calculation puts the HOMO energy at -9.9 eV.

Each line ends with the Mulliken charge.
Element x y z (Å)
C -0.41 -0.93 -1.50  -1.025
C 0.56 -0.48 -0.40  0.632
O 1.56 -1.09 -0.09  -0.563
C -0.11 0.56 0.43  -0.400
C 0.50 1.31 1.62  -0.097
O 0.06 2.38 1.96  -0.461
H -1.36 -0.38 -1.55  0.326
H -0.66 -1.99 -1.35  0.286
H 0.11 -0.79 -2.44  0.341
H -0.73 1.27 -0.13  0.318
H -0.80 -0.29 0.62  0.276
H 1.38 0.89 2.14  0.367

5.
Below is an isolated molecule of C4H6O2 in a non-equilibrium geometry, with properties calculated with the ωB97M-V functional and the def2-TZVPD basis.

The calculation puts the electronic energy at -306.43973 Eh. The energy above the lowest of the compared OMol25 structures with the same formula, charge and spin comes out at 174.8 kJ/mol. For the frontier orbital gap, the calculation gives 9.872 eV. The value obtained for the lowest unoccupied orbital energy is 0.939 eV. The calculation puts the HOMO energy at -8.9 eV.

Each line ends with the Mulliken charge.
Element x y z (Å)
O -1.84 0.55 -0.02  -0.560
C -0.76 -0.30 -0.38  0.043
C 0.39 0.41 -1.08  -0.417
C 0.05 -0.83 0.78  -0.495
C 1.05 0.01 1.03  -0.199
O 1.29 0.89 0.03  -0.380
H -1.53 1.13 0.69  0.367
H -1.24 -1.13 -0.91  0.362
H 0.87 -0.34 -1.74  0.259
H 0.18 1.33 -1.61  0.274
H -0.09 -1.78 1.25  0.345
H 1.61 0.06 1.97  0.400

6.
Below is an isolated molecule of C4H6O2 in a non-equilibrium geometry, with properties calculated with the ωB97M-V functional and the def2-TZVPD basis.

The calculation puts the electronic energy at -306.30586 Eh. The energy above the lowest of the compared OMol25 structures with the same formula, charge and spin comes out at 526.3 kJ/mol. For the frontier orbital gap, the calculation gives 9.010 eV. The value obtained for the lowest unoccupied orbital energy is 0.371 eV. The calculation puts the HOMO energy at -8.6 eV.

Each line ends with the Mulliken charge.
Element x y z (Å)
O -0.31 -0.55 1.41  -0.162
C -0.27 -1.86 1.55  -0.275
C -0.88 -0.37 0.09  -0.618
C -0.30 0.92 -0.38  0.225
C 1.05 0.91 -0.92  -0.423
O -0.09 1.01 -1.77  -0.436
H 0.65 -2.04 2.12  0.147
H -1.96 -0.45 0.15  0.280
H -0.50 -1.17 -0.56  0.398
H -0.67 1.79 0.15  0.375
H 1.65 1.82 -0.86  0.269
H 1.62 -0.02 -0.98  0.221

7.
Below is an isolated molecule of C4H6O2, with properties calculated with the ωB97M-V functional and the def2-TZVPD basis.

The calculation puts the electronic energy at -306.46741 Eh. The energy above the lowest of the compared OMol25 structures with the same formula, charge and spin comes out at 102.1 kJ/mol. For the frontier orbital gap, the calculation gives 10.548 eV. The value obtained for the lowest unoccupied orbital energy is 0.663 eV. The calculation puts the HOMO energy at -9.9 eV.

Each line ends with the Mulliken charge.
Element x y z (Å)
C -1.26 -0.33 -0.31  -1.296
C 0.25 -0.10 -0.29  0.500
C 0.62 1.37 -0.21  -0.070
O 1.60 1.81 0.33  -0.468
C 0.95 -0.88 0.82  -0.097
O 0.39 -1.70 1.49  -0.474
H -1.49 -1.34 -0.65  0.309
H -1.68 -0.22 0.69  0.333
H -1.75 0.38 -0.98  0.396
H 0.69 -0.45 -1.24  0.199
H -0.10 2.05 -0.73  0.307
H 2.02 -0.63 0.97  0.361

8.
Below is an isolated molecule of C4H6O2, with properties calculated with the ωB97M-V functional and the def2-TZVPD basis.

The calculation puts the electronic energy at -306.45624 Eh. The energy above the lowest of the compared OMol25 structures with the same formula, charge and spin comes out at 131.4 kJ/mol. For the frontier orbital gap, the calculation gives 10.544 eV. The value obtained for the lowest unoccupied orbital energy is 0.749 eV. The calculation puts the HOMO energy at -9.8 eV.

Each line ends with the Mulliken charge.
Element x y z (Å)
O 1.44 -0.93 0.77  -0.535
C 0.55 -0.64 -0.28  -0.009
C -0.95 -0.69 0.13  -0.496
C -0.85 0.83 0.30  0.382
O -1.42 1.64 0.98  -0.548
C 0.41 0.88 -0.57  -0.653
H 1.42 -0.21 1.41  0.338
H 0.84 -1.28 -1.12  0.374
H -1.22 -1.29 1.00  0.304
H -1.60 -0.94 -0.72  0.260
H 0.15 1.07 -1.62  0.275
H 1.22 1.55 -0.28  0.308

9.
Below is an isolated molecule of C4H6O2 in a non-equilibrium geometry, with properties calculated with the ωB97M-V functional and the def2-TZVPD basis.

The calculation puts the electronic energy at -306.23500 Eh. The energy above the lowest of the compared OMol25 structures with the same formula, charge and spin comes out at 712.3 kJ/mol. For the frontier orbital gap, the calculation gives 5.812 eV. The value obtained for the lowest unoccupied orbital energy is -3.461 eV. The calculation puts the HOMO energy at -9.3 eV.

Each line ends with the Mulliken charge.
Element x y z (Å)
C 0.39 -0.58 -1.02  -0.597
C 0.53 0.25 0.27  -0.077
C 0.29 -1.27 0.38  0.074
O -0.87 -1.71 0.63  -0.507
C -0.73 1.24 0.39  -0.327
O -0.90 1.89 -0.70  -0.451
H -0.61 -0.69 -1.41  0.279
H 1.25 -0.29 -1.61  0.334
H 1.54 0.64 0.41  0.413
H -0.56 1.84 1.29  0.320
H 1.18 -1.76 0.80  0.347
H -1.50 0.44 0.59  0.190

10.
Below is an isolated molecule of C4H6O2, with properties calculated with the ωB97M-V functional and the def2-TZVPD basis.

The calculation puts the electronic energy at -306.30355 Eh. The energy above the lowest of the compared OMol25 structures with the same formula, charge and spin comes out at 532.3 kJ/mol. For the frontier orbital gap, the calculation gives 9.265 eV. The value obtained for the lowest unoccupied orbital energy is 0.554 eV. The calculation puts the HOMO energy at -8.7 eV.

Each line ends with the Mulliken charge.
Element x y z (Å)
C 0.36 0.60 1.40  -0.714
C -0.58 1.08 -0.88  -0.647
O 0.77 0.64 0.02  -0.151
C 0.15 -0.21 -1.00  0.404
C -0.57 -1.46 -0.56  -0.232
O -0.59 -2.45 -1.25  -0.456
H -0.66 0.96 1.50  0.386
H 0.46 -0.40 1.80  0.320
H 1.03 1.27 1.94  0.240
H -0.10 1.77 -1.57  0.140
H 0.88 -0.42 -1.79  0.317
H -1.15 -1.38 0.37  0.394